ORCA calculation (ωB97M-V/def2-TZVPD) on C29H36ClFeN4O2SSb as an isolated structure.

## Properties
E_LUMO (alpha / beta): -0.206 / -0.206 eV
Energy relative to the best compared isomer or geometry (same formula, charge and spin): 8.0 kcal per mole
Highest occupied orbital energy (alpha / beta): -7.4 / -7.4 eV
Multiplicity: 1

Each line ends with the Mulliken charge.
Positions of all 75 atoms, in Å:
Fe: -0.30923 -0.26082 -1.00168  0.207
N: 0.09990 -4.27215 0.35641  -0.394
C: 0.25313 -3.06949 -0.27491  0.390
S: -1.03203 -2.49489 -1.29922  -0.564
N: 1.36910 -2.41540 -0.05941  -1.244
N: 1.32499 -1.27662 -0.83068  1.881
C: 2.29438 -0.99818 -1.62428  0.068
C: 3.58561 -1.71238 -1.65902  -0.103
C: 4.34017 -1.84106 -0.49618  -0.186
C: 5.55290 -2.51015 -0.52556  -0.710
C: 6.01548 -3.06513 -1.71064  -0.397
C: 5.26322 -2.94781 -2.87043  -0.786
C: 4.05412 -2.26978 -2.84674  -0.253
C: 1.92098 -0.01006 -2.64606  0.406
C: 2.81406 0.61667 -3.50108  -0.559
C: 2.32139 1.45734 -4.48490  -0.675
C: 0.95245 1.62662 -4.60021  -0.902
C: 0.12483 0.98195 -3.69583  -0.306
N: 0.58623 0.19410 -2.72926  0.233
H: -0.60060 -4.88394 -0.02489  0.231
H: 0.95522 -4.70868 0.66378  0.250
H: 3.96283 -1.42304 0.42722  0.445
H: 6.13665 -2.60356 0.38093  0.394
H: 6.96057 -3.59232 -1.72860  0.399
H: 5.61546 -3.38726 -3.79461  0.390
H: 3.46291 -2.18663 -3.75051  0.535
H: 3.87445 0.44198 -3.38866  0.614
H: 2.99870 1.96632 -5.15770  0.447
H: 0.52148 2.25673 -5.36487  0.462
H: -0.94979 1.09026 -3.74683  0.660
Cl: -0.55639 6.92492 -1.82031  -0.241
C: -0.25440 5.25821 -1.42805  0.008
C: 1.00491 4.89290 -0.91083  -0.588
C: 1.27594 3.59598 -0.58443  -0.698
C: 0.30984 2.56042 -0.76074  0.754
O: 0.60329 1.36694 -0.41486  -0.285
C: -0.95966 2.95586 -1.29147  1.237
C: -2.01656 2.02787 -1.51820  -0.722
O: -1.98546 0.79445 -1.39907  -0.495
C: -1.21560 4.31176 -1.60686  -1.165
H: 1.75576 5.66055 -0.77506  0.446
H: 2.23863 3.30910 -0.18175  0.508
H: -2.97029 2.46771 -1.84603  0.319
H: -2.18927 4.58686 -1.99486  0.416
C: -4.13140 -1.22274 -0.08266  -1.328
C: -3.73212 -0.37109 1.11690  0.673
C: -4.58161 -0.75602 2.32621  -1.540
Sb: -1.58172 -0.34464 1.50045  -0.323
C: -1.54432 1.66431 2.34904  0.688
C: -0.12160 2.13050 2.65374  -1.375
C: -2.43338 1.86711 3.56948  -1.423
C: -1.53881 -1.51136 3.32675  0.468
C: -1.79250 -2.98580 3.02993  -1.463
C: -0.21666 -1.33285 4.06452  -1.467
H: -5.19934 -1.09175 -0.28696  0.459
H: -3.95914 -2.28318 0.11254  0.264
H: -3.57642 -0.96106 -0.97977  0.115
H: -3.92614 0.68197 0.88193  0.415
H: -4.45800 -1.81120 2.57616  0.260
H: -5.64109 -0.60563 2.09630  0.444
H: -4.35544 -0.17799 3.22130  0.282
H: -1.94600 2.26503 1.52388  0.220
H: 0.29697 1.57908 3.49889  0.238
H: -0.12086 3.18885 2.93331  0.404
H: 0.55241 1.99237 1.81285  0.195
H: -2.12901 1.22427 4.39950  0.216
H: -3.48442 1.66901 3.35968  0.295
H: -2.35938 2.90116 3.92095  0.499
H: -2.35255 -1.11859 3.94035  0.388
H: -0.97838 -3.40994 2.44097  0.323
H: -2.71540 -3.14899 2.47035  0.250
H: -1.86348 -3.55335 3.96335  0.442
H: 0.62254 -1.66915 3.45008  0.265
H: -0.21150 -1.92888 4.98249  0.436
H: -0.03149 -0.29562 4.34448  0.259

ORCA calculation (ωB97M-V/def2-TZVPD) on C29H36LaN8 as an isolated structure at a distorted geometry.

## Properties
E_LUMO (alpha / beta): 2.355 / 2.353 eV
Energy relative to the best compared isomer or geometry (same formula, charge and spin): 0.0 kcal per mole
Total charge: -1
Highest occupied orbital energy (alpha / beta): -0.8 / -0.8 eV
Multiplicity: 1

Each line ends with the Mulliken charge.
Positions of all 74 atoms, in Å:
La: 0.76238 -0.35283 0.11079  0.090
N: 0.21135 2.84118 -1.15832  0.214
N: -0.97927 1.41763 -3.53135  0.304
C: -0.07041 -2.70093 1.40230  1.035
C: -1.26157 -1.99489 1.03730  0.499
C: -1.31662 -0.80020 1.81705  0.316
C: -2.39672 0.21675 1.79079  -0.956
H: -3.29095 -0.18182 1.29700  0.313
H: -2.10074 1.13468 1.25673  -0.063
H: -2.66520 0.52556 2.81144  0.262
C: -0.14795 -0.74900 2.63450  0.724
C: 0.18316 0.34965 3.57755  -1.200
H: -0.53664 0.38342 4.41104  0.275
H: 0.14110 1.33553 3.08726  0.049
H: 1.18757 0.21926 4.00064  0.338
C: 0.62595 -1.92124 2.37508  0.170
C: 1.94146 -2.25422 2.98424  -1.615
H: 2.78167 -1.71433 2.51185  0.197
H: 2.15135 -3.32625 2.88800  0.374
H: 1.95507 -1.99664 4.05162  0.442
C: -2.27950 -2.40643 0.03461  -1.629
H: -3.29826 -2.28623 0.43379  0.480
H: -2.14412 -3.45311 -0.26252  0.456
H: -2.23325 -1.80127 -0.88718  -0.064
C: 0.36822 -4.03232 0.91404  -1.491
H: 1.29951 -3.96822 0.33209  -0.022
H: -0.38406 -4.48964 0.26169  0.377
H: 0.56299 -4.72362 1.74947  0.444
C: 0.68825 3.80743 -0.20648  1.060
H: -0.14167 4.16959 0.46573  -0.133
C: 1.31511 5.02187 -0.77905  -1.189
H: 2.16314 5.43619 -0.24486  0.203
C: 0.61890 5.54836 -1.82315  -0.154
H: 0.83938 6.54008 -2.21928  0.360
C: -0.39221 4.78877 -2.42212  -1.494
H: -1.00353 5.22956 -3.21076  0.154
C: -0.55101 3.39148 -2.23826  1.241
C: -1.23287 2.73919 -3.27431  -1.031
H: -1.87590 3.26072 -3.97594  0.206
C: -0.13775 0.61449 -2.79381  -0.635
C: -1.50815 0.70981 -4.63828  -1.136
H: -2.17346 1.19017 -5.32512  0.401
C: -0.97162 -0.50995 -4.61633  -0.426
H: -1.06958 -1.32032 -5.31026  0.639
N: -0.17465 -0.60969 -3.46874  0.376
C: 0.48343 -1.77676 -3.02188  0.487
C: -0.17658 -3.02065 -3.10806  1.305
C: 0.52174 -4.17096 -2.73028  -0.765
H: 0.02506 -5.14168 -2.81733  0.218
C: 1.83186 -4.11183 -2.25206  0.385
C: 2.57811 -5.36846 -1.90122  -1.501
H: 2.82704 -5.40281 -0.83136  0.302
H: 3.52337 -5.43738 -2.45536  0.392
H: 1.97816 -6.25319 -2.14017  0.353
C: 2.44059 -2.86262 -2.09298  -0.213
H: 3.45909 -2.81225 -1.69587  0.401
C: 1.77278 -1.67734 -2.44541  0.354
C: 2.48142 -0.35374 -2.28030  -1.334
H: 1.78320 0.51426 -2.11899  0.367
H: 3.06511 -0.07841 -3.17198  0.436
H: 3.20866 -0.39843 -1.44435  0.338
C: -1.61187 -3.15108 -3.50024  -2.396
H: -1.76830 -3.02166 -4.57813  0.497
H: -2.27518 -2.45714 -2.96724  0.397
H: -1.95027 -4.16795 -3.25918  0.400
N: 2.06079 3.37501 1.75342  -0.868
N: 1.59128 2.96226 0.52925  -0.028
N: -0.93938 3.41050 2.21254  -0.388
C: -1.75725 3.65470 2.99996  -0.104
N: 0.11135 1.68566 -0.45753  0.113
N: 0.94665 1.78154 0.59549  0.173
H: 1.31028 3.31357 2.44952  0.230
H: 2.39575 4.33089 1.67119  0.282
H: -2.53661 3.92686 3.72595  0.408

ORCA calculation (ωB97M-V/def2-TZVPD) on C29H36N6O2RuS4Sb2 as an isolated structure at a distorted geometry.

## Properties
⟨S²⟩: 0.76
E_LUMO (alpha / beta): -3.545 / -4.276 eV
Energy relative to the best compared isomer or geometry (same formula, charge and spin): 0.0 kcal per mole
Total charge: +1
Highest occupied orbital energy (alpha / beta): -9.9 / -9.9 eV
Multiplicity: 2

Each line ends with the Mulliken spin population.
Positions of all 80 atoms, in Å:
Ru: -0.59717 -0.02352 -0.55801  0.907
C: 4.24511 -0.69993 -2.54191  0.002
S: 4.08198 -0.86570 -0.75405  -0.002
C: 2.38438 -0.60698 -0.48411  -0.016
S: 1.28245 -0.31949 -1.81739  0.124
N: 2.02465 -0.74214 0.75485  0.032
N: 0.67085 -0.58177 0.92175  -0.023
C: 0.19698 -0.63217 2.11359  0.014
C: -1.25144 -0.51382 2.21681  0.023
C: -1.94867 -0.59305 3.40463  -0.003
C: -3.33589 -0.50962 3.37321  0.006
C: -3.98027 -0.35931 2.15985  0.000
C: -3.22103 -0.28030 1.00276  0.000
N: -1.89026 -0.35291 1.02752  -0.020
H: 5.30887 -0.81314 -2.74007  0.001
H: 3.91688 0.28120 -2.87527  -0.001
H: 3.69932 -1.48189 -3.06382  0.000
H: 0.85572 -0.77520 2.96165  0.001
H: -1.40911 -0.71361 4.33411  0.000
H: -3.90406 -0.55139 4.29251  0.000
H: -5.05177 -0.25078 2.09218  0.000
H: -3.67891 -0.12110 0.03403  0.010
C: 0.32511 -3.80325 -1.38384  0.001
Sb: -1.32253 -2.48359 -1.21359  -0.014
C: -2.47137 -3.54900 0.21243  -0.005
C: -2.52218 -2.86565 -2.94352  -0.008
C: -3.79995 -2.08546 -2.77534  0.000
C: -4.84651 -2.65980 -2.04934  0.002
C: -6.01177 -1.96212 -1.77966  0.000
C: -6.15419 -0.66388 -2.24982  0.000
C: -5.14002 -0.09735 -3.00058  -0.002
C: -3.95949 -0.78976 -3.27936  0.002
C: -2.89789 -0.10625 -4.08554  0.003
Sb: -1.67280 1.09607 -2.81110  -0.022
C: -0.12519 1.61024 -4.17789  -0.002
C: -2.72738 2.91461 -2.91933  -0.003
H: -0.01142 -4.80613 -1.63988  0.000
H: 0.83664 -3.82458 -0.42158  -0.001
H: 1.01379 -3.43781 -2.14174  0.000
H: -2.57703 -4.57298 -0.14429  0.000
H: -3.45440 -3.10280 0.34105  0.000
H: -1.94848 -3.55158 1.16884  0.000
H: -2.70605 -3.93956 -2.95887  0.000
H: -1.95688 -2.60647 -3.83501  0.000
H: -4.74310 -3.68099 -1.69962  0.000
H: -6.80905 -2.43328 -1.21995  0.000
H: -7.05853 -0.10550 -2.04733  0.000
H: -5.26275 0.90468 -3.39766  0.000
H: -3.33790 0.54949 -4.83656  0.000
H: -2.23501 -0.79740 -4.60293  -0.001
H: -0.56130 2.18617 -4.99210  -0.001
H: 0.36942 0.72719 -4.57952  0.000
H: 0.61079 2.21719 -3.65203  0.001
H: -2.72276 3.24670 -3.95728  -0.001
H: -2.23353 3.64767 -2.28483  0.000
H: -3.74569 2.78388 -2.56910  0.001
N: -5.36308 7.22469 -3.14138  0.000
C: -5.00131 6.31202 -2.16443  0.000
C: -5.73869 5.13785 -1.98356  0.000
C: -5.34372 4.19753 -1.05174  0.000
C: -4.20429 4.41286 -0.28463  0.001
C: -3.48715 5.59519 -0.42812  0.000
C: -3.87407 6.53058 -1.36717  0.000
S: -3.69396 3.20102 0.88097  -0.001
O: -4.76528 2.23726 0.96497  0.000
O: -3.29055 3.90089 2.07799  0.002
N: -2.44328 2.40537 0.23546  0.010
C: -1.18456 2.75017 0.49438  -0.011
S: -0.58843 4.13879 1.37263  -0.003
C: 1.04806 3.64515 1.08184  0.011
C: 1.07561 2.48570 0.41202  0.015
N: -0.16363 1.97316 0.07750  -0.029
H: -6.32242 7.19706 -3.44420  0.000
H: -5.00971 8.16070 -3.03020  0.000
H: -6.63420 4.97557 -2.57232  0.000
H: -5.91845 3.29273 -0.89745  0.000
H: -2.63272 5.79247 0.20597  0.000
H: -3.31146 7.45018 -1.47624  0.000
H: 1.88069 4.22796 1.43738  0.001
H: 1.96489 1.94565 0.12403  -0.004